(1)
The following is a quantum chemistry calculation of C42H35FN3S6TeZr as an isolated structure, from the OMol25 dataset.

ORCA input file:
```
! wB97M-V def2-TZVPD RIJCOSX def2/J DEFGRID3
* xyz 1 1
Zr -0.406 0.332 0.914
C 1.732 3.445 2.066
C 2.328 2.147 1.585
C 2.226 0.954 2.315
C 2.985 -0.172 1.946
C 3.147 -1.303 2.922
C 3.716 -0.140 0.766
C 3.765 1.011 -0.020
C 4.545 1.031 -1.309
C 3.090 2.142 0.419
H 2.533 4.159 2.263
H 1.159 3.320 2.980
H 1.086 3.893 1.304
H 1.760 0.952 3.288
H 3.895 -1.011 3.664
H 3.506 -2.206 2.436
H 2.220 -1.523 3.452
H 4.298 -1.012 0.480
H 4.601 2.036 -1.726
H 4.076 0.380 -2.052
H 5.563 0.668 -1.161
H 3.175 3.062 -0.153
N -1.603 4.000 -1.224
C -0.654 4.534 -2.139
C -0.898 5.750 -2.749
C 0.022 6.262 -3.655
C 1.185 5.561 -3.930
C 1.434 4.348 -3.297
C 0.504 3.831 -2.412
S 0.811 2.264 -1.680
N -0.358 2.200 -0.398
C -1.415 2.965 -0.410
C -2.537 2.634 0.516
C -3.534 3.528 0.843
C -4.604 3.076 1.603
C -4.637 1.749 1.979
C -3.561 0.937 1.664
N -2.514 1.389 0.982
H -2.491 4.471 -1.171
H -1.807 6.298 -2.522
H -0.175 7.209 -4.139
H 1.907 5.956 -4.633
H 2.347 3.799 -3.503
H -3.480 4.567 0.546
H -5.399 3.753 1.888
H -5.464 1.341 2.546
H -3.508 -0.086 2.010
S -3.969 -1.277 7.279
C -3.036 -0.924 5.994
S -2.392 -2.112 4.906
C -1.557 -1.010 3.837
C -1.631 0.294 4.139
S -0.857 1.572 3.249
S -2.576 0.694 5.551
S -0.697 -1.642 2.446
Te 1.000 -1.734 -0.864
C -0.363 -3.228 -1.438
C -0.623 -3.387 -2.789
C -1.490 -4.395 -3.200
C -2.079 -5.230 -2.262
C -1.807 -5.060 -0.908
C -0.952 -4.053 -0.488
C 2.406 -3.161 -0.237
C 2.209 -3.897 0.924
C 3.099 -4.917 1.236
C 4.176 -5.185 0.399
C 4.366 -4.439 -0.756
C 3.477 -3.420 -1.080
H -0.165 -2.734 -3.523
H -1.702 -4.523 -4.254
H -2.751 -6.015 -2.585
H -2.268 -5.709 -0.173
H -0.767 -3.912 0.570
H 1.376 -3.686 1.583
H 2.950 -5.499 2.138
H 4.869 -5.979 0.648
H 5.202 -4.650 -1.411
H 3.619 -2.846 -1.988
F -4.500 -1.973 -3.468
C -3.621 -1.501 -2.567
C -2.673 -0.590 -2.965
C -1.761 -0.124 -2.021
C -1.761 -0.537 -0.679
C -2.757 -1.480 -0.351
C -3.681 -1.957 -1.266
H -2.643 -0.261 -3.997
H -1.020 0.577 -2.382
H -2.796 -1.896 0.647
H -4.424 -2.696 -0.990
*
```

Relative energy (zero: lowest compared OMol25 entry of this formula, charge and spin) = 82.8 kJ/mol
Electronic energy = -124891.4486 eV
Orbital gap = 5.6 eV

=====

(2)
The following is a quantum chemistry calculation of C16AlB4O32 as an isolated structure, from the OMol25 dataset.

ORCA input file:
```
! wB97M-V def2-TZVPD RIJCOSX def2/J DEFGRID3
* xyz -1 1
Al 12.438 6.093 -11.601
O 11.973 8.047 -9.421
C 12.878 8.507 -8.796
O 13.000 9.073 -7.634
B 14.411 9.054 -7.190
O 15.192 8.947 -8.417
C 14.381 8.396 -9.310
O 14.601 7.887 -10.361
O 14.661 7.895 -6.296
C 14.982 8.277 -5.091
O 15.283 7.614 -4.149
C 14.916 9.858 -5.080
O 14.708 10.219 -6.311
O 15.061 10.501 -4.088
O 18.347 1.706 -13.545
C 17.997 2.774 -13.951
O 17.291 3.681 -13.358
B 17.127 4.869 -14.241
O 17.512 4.407 -15.579
C 18.080 3.220 -15.441
O 18.485 2.523 -16.316
O 15.743 5.313 -14.087
C 15.735 6.483 -13.489
O 14.753 7.049 -13.075
C 17.135 6.821 -13.092
O 17.950 6.004 -13.764
O 17.392 7.637 -12.268
O 14.282 1.334 -11.859
C 13.123 1.058 -11.722
O 12.649 -0.159 -11.607
B 11.217 -0.102 -11.212
O 10.875 1.328 -11.408
C 11.949 2.041 -11.579
O 11.994 3.239 -11.591
O 11.098 -0.571 -9.836
C 10.359 -1.648 -9.778
O 10.066 -2.267 -8.802
C 10.035 -2.050 -11.225
O 10.399 -1.037 -12.009
O 9.411 -3.023 -11.513
O 12.158 4.789 -9.031
C 12.557 3.822 -8.453
O 12.391 2.568 -8.776
B 13.357 1.733 -8.083
O 13.955 2.603 -7.050
C 13.556 3.854 -7.228
O 13.961 4.790 -6.616
O 14.374 1.225 -9.030
C 14.263 -0.091 -9.104
O 14.884 -0.761 -9.858
C 13.146 -0.518 -8.091
O 12.742 0.526 -7.414
O 12.642 -1.596 -8.052
*
```

Relative energy (zero: lowest compared OMol25 entry of this formula, charge and spin) = 0.0 kJ/mol
Electronic energy = -91429.7009 eV
Orbital gap = 1.6 eV

=====

(3)
The following is a quantum chemistry calculation of the molecule C4H6N2O, from the OMol25 dataset.

ORCA input file:
```
! wB97M-V def2-TZVPD RIJCOSX def2/J DEFGRID3
* xyz 0 1
N 0.675 1.121 -2.145
C 1.274 1.444 -1.091
O 0.981 0.862 0.123
C -0.079 0.046 0.196
C -0.180 -0.840 1.349
C -1.514 -1.533 0.963
N -1.931 -2.654 1.024
H 1.002 1.656 -2.945
H 2.055 2.191 -0.944
H -0.593 -0.126 -0.742
H -1.994 -0.521 0.565
H 0.739 -1.412 1.551
H -0.504 -0.357 2.279
*
```

Relative energy (zero: lowest compared OMol25 entry of this formula, charge and spin) = 512.5 kJ/mol
Electronic energy = -9268.1899 eV
Orbital gap (alpha / beta) = 9.3 / 7.3 eV

=====

(4)
The following is a quantum chemistry calculation of C14H29F3GaO6S as an isolated structure, from the OMol25 dataset.

ORCA input file:
```
! wB97M-V def2-TZVPD RIJCOSX def2/J DEFGRID3
* xyz -1 1
C -3.409 4.315 0.140
C -3.736 4.520 -1.401
C -2.461 4.749 -2.330
Ga -0.942 3.378 -2.132
S 0.889 4.398 -1.106
C -1.464 1.582 -1.269
C -2.965 1.191 -1.634
C -3.062 -0.257 -2.301
F -2.336 -0.267 -3.485
F -4.409 -0.474 -2.649
F -2.706 -1.278 -1.426
H -2.719 3.448 0.359
H -4.403 4.085 0.652
H -2.944 5.233 0.618
H -4.426 3.716 -1.824
H -4.356 5.483 -1.464
H -2.010 5.780 -2.118
H -2.841 4.783 -3.403
H -0.436 3.026 -3.636
H 1.897 3.453 -0.955
H -0.704 0.813 -1.642
H -1.315 1.603 -0.136
H -3.290 1.898 -2.468
H -3.646 1.298 -0.744
C -2.542 -3.878 1.285
C -1.991 -4.314 -0.058
O -0.665 -4.848 0.076
C -0.590 -6.093 0.554
O -1.519 -6.794 0.869
O 0.707 -6.424 0.649
C 0.935 -7.700 1.241
H -1.855 -3.184 1.775
H -3.512 -3.392 1.164
H -2.667 -4.730 1.957
H -1.913 -3.447 -0.715
H -2.648 -5.034 -0.551
H 0.367 -8.480 0.733
H 0.680 -7.669 2.302
H 1.996 -7.926 1.145
C 4.904 -0.594 0.048
C 4.238 -0.554 1.410
O 4.953 0.302 2.311
C 4.758 1.615 2.131
O 4.048 2.120 1.304
O 5.517 2.275 3.021
C 5.475 3.692 2.870
H 5.957 -0.868 0.144
H 4.406 -1.314 -0.603
H 4.872 0.384 -0.436
H 4.255 -1.552 1.851
H 3.192 -0.248 1.339
H 4.449 4.062 2.875
H 5.984 3.984 1.949
H 6.006 4.132 3.715
*
```

Electronic energy = -98638.9304 eV
Orbital gap = 6.6 eV